Entry 1:
Formula: C40H41BBr2F4N8O4PY
Source: OMol25
Level of theory: ωB97M-V/def2-TZVPD

XYZ file:
```
102
Properties=species:S:1:pos:R:3:mulliken_charge:R:1
Y -0.37 -0.11 -0.62 0.102
N -0.85 -1.01 1.89 -0.296
C -2.31 -1.01 2.07 0.427
C -3.04 -1.47 0.82 -0.304
O -4.09 -2.10 0.93 -0.757
N -2.43 -1.11 -0.33 0.336
C -3.08 -1.65 -1.51 -0.822
C -2.18 -1.53 -2.73 0.351
O -2.60 -1.83 -3.84 -0.790
O -1.00 -1.05 -2.49 -0.406
H -0.52 -1.95 2.10 0.346
H -0.39 -0.41 2.58 -0.150
H -2.63 0.01 2.29 -0.331
H -2.63 -1.63 2.91 0.589
H -4.03 -1.15 -1.73 0.284
H -3.34 -2.70 -1.37 0.588
Br 4.43 -5.52 0.44 -0.150
C 3.16 -4.18 0.09 -0.299
C 1.91 -4.23 0.69 -1.107
C 1.04 -3.20 0.40 -0.532
N 1.32 -2.18 -0.41 0.837
C 2.50 -2.19 -1.05 0.683
C 3.45 -3.17 -0.80 -0.945
C 2.69 -1.20 -2.15 0.444
C 3.88 -1.09 -2.84 -0.952
C 3.90 -0.28 -3.96 -0.510
Br 5.50 -0.07 -4.93 -0.174
C 2.76 0.37 -4.37 -0.889
C 1.63 0.22 -3.58 -0.461
N 1.60 -0.52 -2.48 1.044
H 1.63 -5.03 1.35 0.470
H 0.04 -3.23 0.80 0.672
H 4.40 -3.17 -1.32 0.511
H 4.78 -1.60 -2.53 0.471
H 2.74 0.99 -5.26 0.533
H 0.69 0.71 -3.85 0.504
O 2.32 -0.37 2.95 -0.695
N 1.48 0.75 2.79 0.658
C 2.15 1.82 2.86 -1.502
C 1.54 3.16 2.86 1.010
C 2.36 4.15 3.41 -0.736
C 1.92 5.45 3.59 -0.859
C 0.61 5.77 3.24 -1.045
C -0.20 4.80 2.68 -0.602
C 0.25 3.51 2.43 0.780
P -0.93 2.28 1.71 1.924
C -2.12 3.23 0.68 0.649
C -1.91 4.46 0.09 -1.038
C -2.87 5.02 -0.75 -1.052
C -4.06 4.35 -1.00 -0.785
C -4.27 3.10 -0.44 -1.010
C -3.30 2.54 0.38 -0.991
C -1.90 2.10 3.29 0.875
C -3.13 2.71 3.51 -0.457
C -3.78 2.58 4.73 -0.684
C -3.20 1.84 5.76 -0.631
C -1.96 1.25 5.55 -0.960
C -1.32 1.38 4.34 -0.233
H 2.00 -0.99 2.29 0.244
H 3.23 1.76 2.99 0.222
H 3.37 3.88 3.70 0.451
H 2.57 6.19 4.02 0.419
H 0.23 6.76 3.41 0.462
H -1.22 5.06 2.44 0.596
H -0.99 5.00 0.25 0.718
H -2.69 5.99 -1.20 0.365
H -4.81 4.79 -1.65 0.480
H -5.18 2.55 -0.65 0.508
H -3.48 1.55 0.79 0.609
H -3.61 3.30 2.74 0.322
H -4.74 3.06 4.88 0.438
H -3.71 1.74 6.71 0.388
H -1.49 0.69 6.35 0.477
H -0.34 0.94 4.21 0.206
F 4.01 0.58 0.40 -0.331
B 3.12 1.47 -0.17 -0.049
F 2.98 2.64 0.54 -0.212
F 3.42 1.73 -1.50 -0.315
F 1.78 0.78 -0.14 0.916
C -3.60 2.57 -4.70 -0.641
C -3.61 1.31 -3.86 -0.602
N -2.70 1.51 -2.73 0.780
C -1.50 2.14 -2.82 -1.752
N -0.63 1.98 -1.85 3.334
C 0.53 2.88 -1.79 -0.204
C 0.39 4.11 -2.65 -0.884
C -0.06 3.68 -4.03 -0.656
N -1.31 2.95 -3.90 0.366
C -2.16 2.88 -5.08 -0.641
H -4.01 3.40 -4.13 0.215
H -4.20 2.43 -5.60 0.412
H -3.32 0.43 -4.44 0.326
H -4.60 1.12 -3.45 0.361
H -2.81 0.90 -1.94 -0.612
H 1.43 2.34 -2.10 -0.147
H 0.70 3.16 -0.75 -0.414
H 1.34 4.64 -2.70 0.492
H -0.36 4.80 -2.25 0.181
H 0.71 3.06 -4.51 0.027
H -0.25 4.53 -4.68 0.578
H -1.79 2.11 -5.77 0.238
H -2.10 3.84 -5.59 0.397
```

Results
- LUMO energy (eV) = -0.6
- HOMO energy (eV) = -8.5
- 2S+1 = 1

Entry 2:
Formula: C40H41ClN3O
Source: OMol25
Level of theory: ωB97M-V/def2-TZVPD

XYZ file:
```
86
Properties=species:S:1:pos:R:3:mulliken_charge:R:1
C -1.65 6.60 -0.40 -0.925
C -2.68 7.17 -1.35 -0.774
N -3.50 6.15 -1.97 -0.082
C -4.02 6.53 -3.26 -0.811
C -5.32 5.83 -3.59 -0.784
C -5.20 4.33 -3.37 -0.455
C -4.62 4.00 -2.03 0.534
C -3.76 4.95 -1.39 0.537
C -3.21 4.64 -0.11 -0.209
C -3.56 3.45 0.50 -0.744
C -4.41 2.48 -0.11 0.459
C -4.74 1.24 0.53 0.122
C -4.14 0.82 1.71 -0.250
C -4.29 -0.41 2.35 -0.305
C -3.68 -0.72 3.61 0.735
C -2.86 0.20 4.32 -0.777
C -2.26 -0.12 5.52 -0.102
C -2.50 -1.40 6.12 0.580
N -1.94 -1.71 7.32 -0.047
C -1.12 -0.78 8.07 -0.780
C -0.40 0.21 7.19 -0.921
C -1.36 0.86 6.20 -0.891
C -2.13 -2.99 7.96 -0.771
C -3.43 -3.65 7.57 -0.839
C -3.60 -3.67 6.06 -0.975
C -3.33 -2.34 5.43 0.385
C -3.87 -2.00 4.20 -0.636
C -4.88 2.79 -1.42 -0.726
C -2.28 5.59 0.56 -0.784
H -0.85 6.13 -0.98 0.350
H -1.21 7.43 0.16 0.364
H -3.33 7.88 -0.80 0.290
H -2.20 7.74 -2.15 0.547
H -4.14 7.62 -3.27 0.578
H -3.27 6.28 -4.04 0.251
H -6.12 6.23 -2.96 0.233
H -5.58 6.05 -4.63 0.377
H -6.19 3.87 -3.46 0.111
H -4.58 3.90 -4.17 0.343
H -3.14 3.26 1.49 0.534
H -5.42 0.56 0.01 0.390
H -3.45 1.52 2.18 -0.282
H -4.87 -1.19 1.86 0.444
H -2.69 1.20 3.91 0.536
H -1.76 -0.24 8.79 0.282
H -0.41 -1.38 8.66 0.550
H 0.05 0.97 7.83 0.374
H 0.41 -0.30 6.65 0.345
H -0.77 1.40 5.45 0.418
H -1.96 1.61 6.73 0.310
H -1.28 -3.65 7.71 0.274
H -2.08 -2.82 9.05 0.546
H -3.43 -4.67 7.97 0.362
H -4.26 -3.11 8.04 0.320
H -2.91 -4.42 5.64 0.297
H -4.61 -3.99 5.81 0.390
H -4.48 -2.74 3.68 0.472
H -5.45 2.04 -1.96 0.477
H -1.48 5.04 1.06 0.428
H -2.83 6.14 1.34 0.289
Cl -8.81 5.05 -2.06 -0.173
C -8.71 3.35 -1.82 0.205
C -8.80 2.48 -2.91 -0.420
C -8.58 1.12 -2.66 -0.539
C -8.32 0.67 -1.39 -0.267
N -8.24 1.54 -0.32 0.388
C -7.85 1.02 0.91 -1.099
C -7.78 1.78 2.10 1.157
C -7.66 1.06 3.43 0.425
C -7.79 1.82 4.60 -0.405
C -7.62 1.25 5.86 -0.534
C -7.31 -0.12 5.98 -0.519
C -7.20 -0.89 4.82 -0.615
C -7.40 -0.32 3.56 -0.179
O -7.75 3.03 2.12 -0.847
C -8.50 2.88 -0.54 -0.540
H -9.02 2.87 -3.90 0.479
H -8.60 0.39 -3.47 0.411
H -8.17 -0.38 -1.13 0.353
H -7.82 -0.07 0.94 0.194
H -8.03 2.88 4.51 0.432
H -7.73 1.87 6.75 0.400
H -7.15 -0.57 6.96 0.420
H -6.95 -1.96 4.89 0.409
H -7.34 -0.94 2.67 0.197
H -8.46 3.54 0.32 0.703
```

Results
- LUMO energy (eV) = -4.0
- HOMO energy (eV) = -9.3
- total charge = +1
- 2S+1 = 1

Entry 3:
Formula: C40H41N5S2Sn
Source: OMol25
Level of theory: ωB97M-V/def2-TZVPD

XYZ file:
```
89
Properties=species:S:1:pos:R:3:mulliken_charge:R:1
Sn -0.46 0.21 -0.41 0.088
N -4.68 1.01 -0.12 -0.036
C -3.85 1.91 0.55 0.539
C -4.43 3.16 0.87 -0.614
C -3.70 4.07 1.58 -0.728
C -2.41 3.74 1.98 -0.735
C -1.92 2.51 1.62 -0.036
N -2.61 1.60 0.90 -0.101
C -4.46 -0.28 -0.59 0.424
C -5.59 -1.07 -0.85 -0.909
C -5.38 -2.35 -1.34 -0.298
C -4.08 -2.80 -1.55 -0.933
C -3.05 -1.93 -1.27 -0.057
N -3.23 -0.69 -0.80 0.151
H -5.63 1.32 -0.18 0.186
H -5.44 3.38 0.55 0.359
H -4.13 5.04 1.82 0.382
H -1.79 4.42 2.55 0.472
H -0.92 2.22 1.88 0.361
H -6.58 -0.70 -0.67 0.335
H -6.23 -2.99 -1.55 0.391
H -3.88 -3.79 -1.92 0.441
H -2.01 -2.22 -1.43 0.311
S 2.35 -0.92 -2.08 -0.149
C 4.02 -1.35 -1.80 0.497
N 4.41 -1.96 -0.72 0.179
C 5.75 -2.54 -0.74 -0.493
C 6.51 -1.71 -1.77 -0.689
S 5.25 -1.22 -2.99 -0.094
H 3.72 -2.22 -0.01 0.015
H 5.69 -3.59 -1.02 0.214
H 6.20 -2.46 0.25 0.392
H 7.30 -2.28 -2.26 0.431
H 6.93 -0.81 -1.33 0.349
C 3.23 1.24 1.41 -1.413
C 2.28 2.14 2.21 0.568
C 1.26 1.31 3.00 -1.400
C 1.69 3.26 1.37 0.874
C 1.96 4.56 1.78 -0.904
C 1.54 5.67 1.06 -1.328
C 0.88 5.45 -0.14 -0.861
C 0.58 4.18 -0.60 0.837
C -0.08 4.08 -1.97 0.309
C -1.54 3.62 -1.96 -0.961
C 0.75 3.27 -2.97 -1.410
C 0.93 3.05 0.19 0.539
N 0.55 1.78 -0.16 -0.196
H 3.68 0.49 2.07 0.476
H 4.03 1.83 0.97 0.399
H 2.69 0.74 0.61 0.085
H 2.90 2.65 2.96 0.477
H 0.64 0.71 2.34 0.049
H 0.61 1.96 3.59 0.305
H 1.77 0.64 3.69 0.523
H 2.52 4.71 2.70 0.365
H 1.76 6.67 1.40 0.383
H 0.59 6.30 -0.75 0.364
H -0.09 5.11 -2.35 0.538
H -1.63 2.57 -1.69 -0.167
H -1.98 3.76 -2.95 0.537
H -2.12 4.20 -1.24 0.197
H 0.83 2.23 -2.67 0.092
H 1.77 3.67 -3.04 0.369
H 0.30 3.31 -3.96 0.450
C 1.56 -2.26 -1.38 -0.106
C 2.09 -3.27 -0.85 -0.564
C 2.77 -4.25 -0.23 -0.210
C 2.87 -4.19 1.26 0.574
C 4.07 -4.47 1.92 0.251
C 4.15 -4.41 3.30 -1.001
C 3.04 -4.06 4.05 -0.489
C 1.85 -3.75 3.41 -0.758
C 1.76 -3.82 2.03 -0.502
C 3.35 -5.37 -1.00 0.290
C 3.52 -5.25 -2.39 -0.419
C 4.02 -6.30 -3.14 -0.818
C 4.37 -7.50 -2.53 -0.466
C 4.19 -7.63 -1.17 -0.783
C 3.69 -6.59 -0.41 -0.136
H 4.94 -4.74 1.34 0.583
H 5.09 -4.64 3.79 0.404
H 3.10 -4.02 5.13 0.415
H 0.98 -3.47 3.98 0.425
H 0.83 -3.59 1.52 0.547
H 3.25 -4.32 -2.87 0.370
H 4.15 -6.17 -4.21 0.392
H 4.76 -8.32 -3.12 0.389
H 4.44 -8.57 -0.68 0.383
H 3.53 -6.72 0.65 0.487
```

Results
- LUMO energy (eV) = -0.2
- HOMO energy (eV) = -6.4
- 2S+1 = 1

Entry 4:
Formula: C40H42BaBrIN4P2
Source: OMol25
Level of theory: ωB97M-V/def2-TZVPD

XYZ file:
```
91
Properties=species:S:1:pos:R:3:mulliken_charge:R:1
Ba 0.29 -1.69 0.36 1.052
C -0.87 1.77 -3.24 -1.734
P -0.39 1.49 -1.50 1.275
C 0.68 2.99 -1.24 0.357
N 0.55 4.00 -2.06 -0.308
C 1.32 5.10 -1.86 0.166
C 1.22 6.20 -2.75 -0.567
C 1.97 7.32 -2.53 -0.478
C 2.85 7.39 -1.42 -0.554
C 2.96 6.34 -0.56 -0.585
C 2.20 5.17 -0.77 0.145
N 2.34 4.11 0.08 -0.253
C 1.63 3.04 -0.15 -0.710
P 1.84 1.57 0.97 1.019
C 1.86 2.46 2.57 -1.768
C 3.64 1.11 0.70 1.944
C 3.84 -0.25 1.37 -1.457
C 4.63 2.11 1.29 -1.853
C 3.87 0.98 -0.81 -1.666
C -1.96 1.98 -0.59 2.080
C -2.61 3.25 -1.13 -1.896
C -2.93 0.80 -0.73 -1.859
C -1.64 2.18 0.90 -1.854
H -1.11 2.81 -3.44 0.518
H -1.73 1.13 -3.47 0.350
H -0.05 1.47 -3.90 0.416
H 0.54 6.12 -3.59 0.455
H 1.90 8.16 -3.21 0.395
H 3.43 8.29 -1.26 0.399
H 3.63 6.37 0.30 0.457
H 2.47 3.36 2.53 0.435
H 2.24 1.79 3.34 0.424
H 0.84 2.74 2.85 0.395
H 3.56 -0.25 2.43 0.278
H 4.90 -0.53 1.30 0.492
H 3.30 -1.04 0.86 0.116
H 4.59 2.13 2.38 0.330
H 4.46 3.13 0.92 0.271
H 5.65 1.82 1.00 0.517
H 3.13 0.33 -1.29 0.097
H 4.85 0.52 -0.99 0.508
H 3.87 1.96 -1.30 0.358
H -2.98 3.11 -2.15 0.344
H -1.92 4.09 -1.15 0.344
H -3.46 3.52 -0.50 0.516
H -3.18 0.60 -1.77 0.329
H -3.85 1.03 -0.19 0.518
H -2.52 -0.12 -0.31 0.291
H -1.00 3.06 1.06 0.302
H -1.14 1.31 1.34 0.307
H -2.57 2.35 1.45 0.626
C -0.25 -1.95 -4.81 -1.214
C -0.07 -1.54 -3.48 -0.516
N -0.85 -1.91 -2.49 0.675
C -1.85 -2.78 -2.76 -0.002
C -2.11 -3.26 -4.05 1.195
C -1.27 -2.81 -5.09 -0.688
C -3.18 -4.19 -4.27 -0.871
C -3.94 -4.62 -3.25 -0.963
C -3.69 -4.17 -1.91 1.185
C -4.44 -4.64 -0.82 -0.599
C -4.14 -4.20 0.44 -1.027
C -3.09 -3.29 0.60 -0.611
N -2.37 -2.83 -0.41 0.229
C -2.66 -3.26 -1.65 -0.231
H 0.43 -1.60 -5.57 0.470
H 0.76 -0.89 -3.22 0.603
H -1.45 -3.16 -6.10 0.398
H -3.35 -4.53 -5.28 0.394
H -4.74 -5.33 -3.42 0.394
H -5.24 -5.35 -0.99 0.416
H -4.69 -4.54 1.31 0.436
H -2.80 -2.95 1.59 0.519
Br -0.02 -0.25 3.37 -0.196
C -0.06 -1.79 4.52 0.873
C 0.01 -1.56 5.86 -0.716
C -0.01 -2.66 6.74 -0.514
C -0.10 -3.92 6.24 -0.958
C -0.17 -4.16 4.84 0.887
C -0.28 -5.48 4.33 -0.722
C -0.35 -5.68 2.99 -1.072
C -0.31 -4.57 2.10 -0.311
C -0.20 -3.25 2.50 -0.440
C -0.14 -3.07 3.92 0.028
H 0.08 -0.55 6.24 0.424
H 0.05 -2.49 7.81 0.372
H -0.12 -4.78 6.91 0.348
H -0.31 -6.31 5.03 0.342
H -0.43 -6.69 2.59 0.389
H -0.36 -4.82 1.04 0.340
I 2.57 -2.86 -1.54 -0.554
```

Results
- LUMO energy (eV) = -0.6
- HOMO energy (eV) = -7.3
- 2S+1 = 1

Entry 5:
Formula: C40H42Cl3N7O4PmS4
Source: OMol25
Level of theory: ωB97M-V/def2-TZVPD

XYZ file:
```
101
Properties=species:S:1:pos:R:3:lowdin_spin:R:1
Pm -0.67 1.73 0.37 4.028
S -2.25 4.16 0.76 -0.004
C -2.93 3.07 1.89 0.000
N -2.54 1.82 1.99 -0.005
C -3.23 1.11 2.96 0.000
C -3.03 -0.24 3.28 0.000
C -3.79 -0.80 4.30 0.000
C -4.75 -0.04 4.98 0.000
C -4.95 1.29 4.66 0.000
C -4.18 1.86 3.65 0.000
S -4.20 3.48 3.02 0.000
H -2.30 -0.81 2.73 0.000
H -3.65 -1.84 4.56 0.000
H -5.33 -0.50 5.77 0.000
H -5.69 1.88 5.19 0.000
C -5.97 -2.55 -0.13 0.000
O -6.16 -1.53 -1.11 0.000
C -5.15 -0.71 -1.35 0.000
C -5.42 0.33 -2.27 0.000
C -4.45 1.25 -2.52 0.000
C -3.17 1.21 -1.91 0.000
C -2.20 2.22 -2.20 0.000
C -2.57 3.41 -3.02 0.000
O -1.01 2.17 -1.78 -0.002
C -2.90 0.13 -1.00 0.000
O -1.76 -0.01 -0.37 -0.007
C -3.92 -0.81 -0.74 0.000
H -6.91 -3.10 -0.07 0.000
H -5.75 -2.11 0.84 0.000
H -5.17 -3.23 -0.42 0.000
H -6.39 0.37 -2.74 0.000
H -4.67 2.05 -3.22 0.000
H -2.96 3.13 -4.00 0.000
H -1.70 4.04 -3.15 0.000
H -3.35 3.98 -2.50 0.000
H -3.69 -1.59 -0.03 0.000
S 0.28 0.73 5.28 0.000
C 0.78 -0.59 4.32 0.000
C 0.70 -0.26 3.01 0.000
N 0.27 1.03 2.76 -0.004
C 0.01 1.65 3.87 0.000
H 1.08 -1.53 4.77 0.000
H 0.96 -0.91 2.19 0.000
H -0.38 2.66 3.92 0.000
C 2.09 3.21 -1.81 0.000
N 2.87 3.62 -0.64 0.000
C 4.29 3.30 -0.70 0.000
C 2.24 3.91 0.53 0.000
N 1.01 3.50 0.76 -0.003
N 2.96 4.62 1.44 0.000
C 2.50 4.68 2.83 0.000
C 3.87 5.70 1.04 0.000
H 2.63 3.51 -2.70 0.000
H 1.12 3.70 -1.80 0.000
H 1.93 2.13 -1.85 0.000
H 4.42 2.31 -1.16 0.000
H 4.71 3.25 0.31 0.000
H 4.86 4.02 -1.28 0.000
H 0.59 4.05 1.51 0.000
H 2.18 3.69 3.16 0.000
H 1.68 5.39 2.96 0.000
H 3.33 4.99 3.46 0.000
H 3.88 5.80 -0.04 0.000
H 4.88 5.52 1.40 0.000
H 3.52 6.65 1.46 0.000
Cl -4.03 -4.50 -2.03 0.000
C -2.31 -4.25 -2.04 0.000
C -1.65 -4.00 -0.86 0.000
C -0.27 -3.82 -0.90 0.000
C 0.45 -3.87 -2.09 0.000
C 1.94 -3.61 -2.04 0.000
C 2.29 -2.24 -2.65 0.000
N 2.18 -1.18 -1.65 0.000
C 3.20 -0.70 -0.86 0.000
C 2.62 0.16 0.01 0.000
N 1.26 0.21 -0.22 -0.004
C 1.03 -0.62 -1.23 0.000
O 2.67 -4.64 -2.67 0.000
C 3.52 -5.38 -1.79 0.000
C 4.60 -4.55 -1.15 0.000
C 4.67 -4.21 0.16 0.000
Cl 3.54 -4.59 1.40 0.000
S 6.08 -3.33 0.56 0.000
C 6.60 -3.36 -1.08 0.000
C 5.74 -4.05 -1.86 0.000
C -0.26 -4.10 -3.26 0.000
Cl 0.51 -4.09 -4.82 0.000
C -1.63 -4.30 -3.25 0.000
H -2.19 -3.96 0.07 0.000
H 0.26 -3.63 0.03 0.000
H 2.20 -3.56 -0.98 0.000
H 1.63 -2.01 -3.48 0.000
H 3.31 -2.27 -3.02 0.000
H 4.23 -1.01 -1.00 0.000
H 3.08 0.75 0.79 0.000
H 0.06 -0.83 -1.65 0.000
H 3.97 -6.14 -2.42 0.000
H 2.93 -5.89 -1.02 0.000
H 7.54 -2.90 -1.35 0.000
H 5.90 -4.22 -2.93 0.000
H -2.17 -4.48 -4.17 0.000
```

Results
- LUMO energy (spin up / spin down) (eV) = -2.0 / -2.0
- HOMO energy (spin up / spin down) (eV) = -9.8 / -9.8
- total charge = +1
- 2S+1 = 5

| no. | strongest force on any atom (Eh/bohr) | DFT total energy (Ha) |
| --- | --- | --- |
| 1 | 0.0219 | -8240.38108 |
| 2 | 0.0188 | -2248.32350 |
| 3 | 0.0149 | -2833.17077 |
| 4 | 0.0151 | -5348.52289 |
| 5 | 0.0330 | -5815.43912 |